Molecular formula: C21H24AsO3OsPS4Sb
Method: DFT, ωB97M-V with the def2-TZVPD basis set

The spin multiplicity is 5. As for the net charge: +1. The HOMO-LUMO gap (spin up / spin down) is 7.711 / 5.683 eV. The electronic energy is -5540.9494 a.u. As for the expectation value of S²: 6.0235. The HOMO energy (spin up / spin down) is -0.4107 / -0.4143 Ha.

The geometry in XYZ format:
```
56
C21H24AsO3OsPS4Sb, DFT ωB97M-V with the def2-TZVPD basis set
Os 0.405 1.746 1.087
Sb 3.027 3.524 2.110
As 0.655 -0.502 0.122
S 1.289 3.718 0.423
S 2.556 5.107 3.788
S 1.909 1.454 2.739
S 5.058 3.248 1.365
P -1.824 2.340 0.494
O -2.165 3.457 1.556
O -2.163 3.034 -0.869
O -2.966 1.251 0.620
C -0.627 -0.712 -3.885
C -2.486 -1.322 -2.486
C -2.316 2.290 -2.108
C 3.033 0.399 -1.225
C -1.951 -1.105 -3.751
C 4.376 0.371 -1.566
C -0.292 -4.385 2.537
C -1.698 -1.138 -1.359
C -2.964 0.368 1.764
C 0.084 -4.474 1.200
C -0.372 -0.737 -1.494
C 3.320 -1.606 0.085
C -0.081 -1.996 2.448
C 4.667 -1.623 -0.255
C 0.168 -0.530 -2.758
C -3.434 4.161 1.551
C -0.375 -3.150 3.163
C 5.193 -0.643 -1.084
C 2.500 -0.603 -0.415
C 0.378 -3.327 0.478
C 0.297 -2.092 1.116
H -2.161 -0.364 1.679
H -4.250 3.466 1.362
H 4.786 1.152 -2.193
H -3.513 -1.646 -2.378
H 0.660 -3.403 -0.564
H 6.245 -0.659 -1.340
H -0.202 -0.556 -4.868
H 0.149 -5.442 0.719
H 2.421 1.221 -1.576
H 5.306 -2.402 0.139
H -2.119 -1.332 -0.380
H -2.562 -1.256 -4.632
H -3.922 -0.140 1.765
H -3.540 4.605 2.533
H -1.417 1.714 -2.312
H -0.524 -5.285 3.092
H -3.178 1.635 -2.029
H -2.851 0.935 2.687
H -3.408 4.931 0.785
H -2.467 3.029 -2.886
H 1.204 -0.249 -2.882
H 2.929 -2.367 0.745
H -0.663 -3.082 4.204
H -0.128 -1.030 2.938
```